Record 1
The following is a DFT calculation (ωB97M-V with the def2-TZVPD basis set) of a structure of composition C56H114CrF6N6O24S2 at a distorted geometry.

Each line ends with the Mulliken charge.
Geometry (Å):
H  -8.483  1.158  -2.731  0.5186
O  -1.198  0.244  0.738  -0.0954
F  1.678  0.663  -0.203  0.2965
C  -0.081  -0.148  5.347  -1.7064
H  -7.027  -0.073  -5.949  0.4947
C  -6.344  -2.852  -4.272  -1.6487
H  -6.333  -1.354  -0.857  0.0529
N  2.643  6.072  2.805  -0.4726
H  -2.591  -1.356  2.532  0.5756
H  -5.208  1.655  -2.355  0.3490
H  -3.758  -0.186  -3.091  0.0836
H  -7.262  1.395  -3.975  0.4035
H  -0.971  4.291  5.399  0.4264
F  2.107  -1.767  2.967  -0.1186
H  3.767  0.780  -6.816  0.3088
H  -4.576  -2.882  -1.258  -0.5473
N  7.481  1.315  1.390  0.2034
H  -3.544  3.220  3.043  0.4460
O  -0.509  -1.677  -0.542  -0.9754
O  1.073  3.547  -6.072  -0.3567
H  -3.173  -6.230  0.808  0.3366
H  -0.487  -0.796  4.569  -0.0037
H  0.116  -6.891  0.966  0.5625
H  -1.762  3.434  -1.795  -0.1023
O  1.370  -3.253  -1.357  0.4084
H  -0.950  -5.857  -2.280  -0.1437
O  5.027  -0.268  -5.557  -0.3303
H  6.011  5.654  3.584  0.6018
H  6.630  0.192  -1.670  -0.2034
H  -3.864  -8.034  -3.217  0.3288
H  -2.405  4.501  6.449  0.3649
C  0.640  0.787  -1.065  -0.3491
C  -0.003  2.738  -5.918  -0.2339
F  3.422  -3.332  3.676  -0.2930
H  -1.849  -4.131  -3.458  0.2072
C  -2.815  -3.947  -2.988  0.2019
H  -2.025  -6.627  2.069  0.5479
H  -2.792  -5.031  2.002  -0.0535
C  1.328  4.274  -5.001  0.6828
H  0.477  4.178  2.339  0.4349
C  -7.408  -0.863  -5.302  -1.1557
H  -0.901  -2.147  2.477  -0.3292
H  -1.459  3.949  -4.943  0.3684
H  -5.168  0.775  -1.016  0.1986
H  1.306  -5.742  -0.484  0.3263
O  0.433  4.040  -4.045  -0.3129
H  0.309  1.694  -5.883  0.1835
H  -2.950  0.797  7.203  0.3179
O  -4.368  -0.876  -2.819  1.1317
C  -2.770  3.635  3.688  -1.7239
H  -6.594  1.914  -1.311  0.6094
H  0.552  1.769  2.287  0.1703
N  -5.595  -0.614  -3.395  -0.3472
H  -3.845  -5.566  -3.986  0.7469
C  7.606  2.758  -0.595  -1.3813
C  -2.506  2.792  4.966  1.9088
H  -7.994  -1.495  -5.970  0.2716
H  -0.873  2.517  -3.917  -0.3772
O  4.449  4.671  4.212  -0.4086
H  9.345  -0.161  -0.526  0.4055
C  2.313  5.385  1.533  -0.7478
H  -4.546  -5.250  -2.355  0.5694
C  9.725  2.075  0.641  -1.8026
C  -1.977  -2.233  2.327  -1.1677
H  -2.190  -2.846  3.203  0.2941
F  0.179  2.004  -1.204  0.0206
H  -5.681  -3.348  -3.562  0.0471
H  -1.860  3.711  3.092  -0.2350
O  -2.181  -2.832  1.060  1.5647
C  2.667  -2.885  2.624  0.7657
C  -0.632  3.320  -4.614  0.3196
H  -3.111  4.640  3.938  0.5511
C  -3.895  2.488  5.527  -1.9486
H  1.188  -5.829  -3.324  0.4712
H  -1.181  -7.394  -0.082  0.6777
H  9.702  2.744  1.500  0.3419
H  0.758  -7.144  -1.314  0.5398
H  -7.879  -1.789  -1.747  0.3437
H  3.368  -2.474  -1.157  0.5990
H  5.194  2.296  1.285  -0.2757
C  8.463  0.436  -0.758  -1.5103
H  -0.186  1.318  7.755  0.4434
C  1.729  -3.930  -2.563  -0.7589
H  -2.037  2.745  7.835  0.3426
C  -1.207  0.830  5.844  1.8536
H  -1.936  -0.585  7.367  0.4578
H  -2.932  2.120  -1.551  -0.6764
C  6.023  -0.110  2.624  -2.1688
H  2.221  -1.458  -1.790  0.0691
C  1.336  4.132  1.669  -0.1769
S  1.260  -4.208  2.186  1.7632
C  -1.229  3.059  7.174  -0.9047
H  -8.805  -1.161  -3.548  0.2779
H  -4.422  -7.389  -1.728  0.3831
C  6.540  -0.770  0.333  -0.3456
H  3.113  -0.661  -6.025  0.3651
H  -2.651  2.584  0.645  -0.2233
H  -5.172  -1.576  -6.725  0.3446
H  7.549  1.877  3.184  0.3832
C  -4.493  4.423  -0.938  0.5013
O  6.862  0.620  -4.754  -0.6047
H  -1.636  0.977  2.904  0.1774
H  8.766  0.824  -1.731  0.4222
H  -6.280  -3.505  -5.142  0.5079
H  4.158  0.801  1.065  -0.0540
H  -4.628  -0.191  -5.716  0.4907
C  -2.750  3.526  0.105  0.3683
H  -4.677  3.228  5.360  0.4535
H  5.051  1.571  -0.275  0.2792
O  7.424  2.379  2.376  -0.4494
H  7.518  -1.365  -1.455  0.6253
O  -3.775  3.953  -1.898  -0.3856
C  3.418  0.938  -4.669  1.3807
C  -7.209  -1.002  -1.402  -1.3657
H  -7.808  -0.360  -0.756  0.4870
H  -4.266  1.478  5.351  0.2531
C  3.754  0.209  -5.888  -0.5584
H  2.124  -1.730  -0.065  -0.3319
C  0.405  -6.206  -0.885  -0.7097
O  -1.265  -5.394  0.505  1.7870
H  -3.813  2.515  6.614  0.4360
C  -4.986  -1.220  -5.712  -1.8556
H  10.325  1.230  0.980  0.3971
C  -2.352  -5.829  1.402  -1.2394
H  0.757  0.390  4.905  0.0735
C  -7.781  0.640  -3.385  -1.1339
H  5.647  -1.228  -0.092  -0.4812
F  3.567  -2.764  1.673  -0.2457
H  -3.259  -3.203  -3.650  -0.4043
O  -5.584  5.065  -1.025  -0.6674
C  -3.516  -7.521  -2.320  -1.0574
C  -3.644  -5.235  -2.967  -1.2200
O  -2.841  -6.262  -2.452  -0.4650
Cr  -0.669  -3.656  -0.646  0.0009
O  -3.955  4.151  0.237  -0.3336
H  7.153  -1.517  0.837  0.5495
C  -6.037  -1.358  -4.626  1.3732
H  4.602  2.882  5.339  0.3230
C  -6.646  0.004  -2.497  1.3467
C  1.547  1.926  2.703  -0.5518
C  5.035  5.401  3.170  0.1795
O  -2.170  0.784  3.678  -0.0969
O  0.325  -4.251  3.278  -0.6820
H  5.166  4.799  2.271  -0.3081
H  1.660  6.038  0.954  0.4046
C  -3.473  -2.568  0.534  -1.9687
H  4.098  7.261  3.700  0.3576
H  10.110  2.584  -0.243  0.4298
C  2.317  -2.223  -1.019  -0.5970
C  -0.573  -6.534  0.200  -1.4539
H  -4.181  -2.906  1.290  0.9045
C  -0.450  1.768  6.798  -1.1505
H  -0.673  3.750  7.808  0.4728
H  2.964  0.299  -3.912  -0.5745
N  -2.470  -3.210  -1.694  1.5394
H  4.258  7.032  1.954  0.4210
H  -1.840  4.098  0.283  0.2170
H  3.217  4.917  1.142  0.1983
H  -2.987  -0.412  5.969  0.2181
H  6.748  2.379  -1.150  0.1809
H  5.250  2.758  3.718  -0.0214
C  5.112  3.442  4.556  -0.5757
H  -2.560  -2.306  -2.134  -0.8865
H  7.116  3.393  0.143  0.1356
H  2.810  5.273  3.400  0.4173
C  4.013  6.534  2.892  -1.0464
O  -1.907  0.016  -1.528  -0.3029
H  -3.831  -4.313  -0.553  0.5151
H  -2.866  -8.174  -1.738  0.3274
C  5.625  0.619  -4.874  0.6866
H  1.758  -3.275  -3.433  0.3132
H  -4.088  -1.752  -5.398  0.2212
O  0.549  -3.612  0.996  -0.8975
N  -0.280  -5.238  -1.845  0.5331
H  0.181  -4.564  -3.832  0.4150
C  8.300  1.660  0.190  1.5100
C  -3.661  -3.267  -0.806  0.3425
C  7.252  -0.408  -1.005  -0.3173
C  -8.421  -0.391  -4.216  -0.6514
H  0.515  2.053  6.379  0.3004
F  1.037  0.447  -2.293  -0.0870
H  6.901  -0.519  3.125  0.5050
H  -9.303  0.108  -4.617  0.4464
H  1.671  2.201  3.750  0.6807
H  5.265  -0.884  2.504  0.2578
H  0.839  3.875  0.733  -0.1497
O  2.124  2.973  1.999  -0.1358
C  -2.309  0.127  6.631  -1.7323
H  -3.636  -1.510  0.329  0.1036
H  5.516  0.574  3.305  0.3186
C  5.068  1.333  0.789  -0.7710
H  2.677  1.699  -4.915  -0.4804
H  -7.354  -2.923  -3.868  0.3985
H  0.329  -0.793  6.124  0.4817
C  -1.775  3.780  5.929  -1.0116
H  2.674  -4.467  -2.469  0.4788
H  2.113  1.036  2.429  -0.2600
H  6.110  3.660  4.936  0.4124
C  0.624  -4.985  -2.929  -1.0194
C  6.261  0.484  1.261  2.2288
C  -2.743  3.182  -1.391  1.3622
N  -1.687  1.629  4.651  0.6980
S  -0.877  -0.256  -0.566  0.7484
O  2.087  5.234  -4.985  -0.5852
C  -5.924  1.150  -1.706  -2.2136
O  4.691  1.418  -4.276  -0.2855
O  1.958  -5.454  1.904  -0.7453
H  -0.749  2.763  -6.712  0.3657
H  8.305  3.334  -1.201  0.5090

Forces on atoms 1 to 6 (eV/Å):
0.0 -0.1 0.1
0.6 0.1 0.3
-1.4 0.5 -0.9
-1.1 -0.1 -0.4
-0.7 0.7 0.2
0.3 -0.1 -0.2

Results
LUMO energy (alpha / beta), eV: -5.26 / -3.92
Molar mass, g mol⁻¹: 1485.66
HOMO-LUMO gap (alpha / beta), eV: 3.950 / 5.291
HOMO level (alpha / beta), Eh: -0.33856 / -0.33856
Spin multiplicity: 4
E_tot, hartree: -6775.872512
Total charge: +1

Record 2
The following is a DFT calculation (ωB97M-V with the def2-TZVPD basis set) of a cluster of 9 separate species, C56H126N4O14 in total at a distorted geometry.

Each line ends with the Mulliken charge.
Geometry (Å):
C  -0.267  -7.531  -8.429  -0.7692
C  -3.033  7.770  -3.180  1.4221
H  0.314  -4.962  8.620  0.4166
C  9.313  3.083  -0.709  -1.0563
H  1.036  -0.841  -2.543  0.2804
H  1.131  -12.958  2.771  0.2847
H  -6.289  -3.393  -12.904  0.3229
C  10.476  1.845  1.210  -1.3338
H  -3.312  5.831  -2.122  0.3391
H  -10.843  8.496  4.694  0.3237
C  -0.230  -9.058  -8.675  -1.2415
C  0.212  -10.816  4.993  -0.4777
H  10.229  3.598  -0.998  0.3934
H  0.020  -9.177  -9.729  0.5023
H  2.089  2.278  2.200  0.3239
H  -4.556  8.711  -1.832  0.4020
H  -0.992  -6.173  -6.931  0.5016
H  2.378  9.429  7.894  0.3589
C  0.435  -1.082  0.659  -0.5369
H  1.579  -3.275  10.694  0.2916
H  -2.899  -6.842  -8.692  0.3064
H  -1.666  9.027  -1.958  0.3852
C  -11.263  7.805  3.963  -0.8195
C  9.437  -0.459  1.148  -1.6712
H  3.037  10.156  9.874  0.3151
H  -0.401  -0.587  -1.841  0.3016
C  -9.211  7.005  3.356  -0.3480
C  0.246  -0.875  10.411  -1.3454
O  -3.498  -9.953  -7.003  -0.4885
C  10.532  0.465  0.562  1.5722
H  -3.329  -10.110  -9.604  0.4521
H  1.267  12.240  7.570  0.3518
H  8.497  3.669  -1.129  0.4737
C  1.100  2.430  1.767  -0.7361
C  1.341  -3.144  8.402  1.6122
N  -2.263  -9.294  -7.201  0.3920
C  11.924  -0.147  0.933  -1.9497
H  0.660  -2.025  1.159  0.3174
C  -6.562  5.364  4.457  -0.6547
C  -2.607  6.662  -2.157  -1.5320
H  2.857  12.106  8.171  0.3801
H  -9.352  7.601  2.455  0.3338
O  1.153  9.937  6.316  -0.3524
C  -4.956  -0.176  -7.923  -0.7322
H  1.834  10.199  11.165  0.2569
C  -3.235  -7.061  -7.678  -1.8314
H  -5.831  5.450  3.653  0.2777
C  1.913  11.563  8.128  -0.5470
H  0.284  0.916  8.299  0.4027
H  0.429  2.675  2.590  0.2611
C  -0.812  -9.270  3.564  -0.7700
H  -1.380  -9.230  2.635  0.2520
H  1.998  0.108  1.509  0.3452
H  1.656  -3.851  6.277  0.3665
H  -1.125  8.933  -6.010  0.4577
H  12.061  -1.173  0.594  0.4645
H  -0.411  -11.336  -8.913  0.4445
C  -1.124  -3.424  9.232  -0.6362
O  0.594  1.409  0.970  -0.2883
H  -2.978  7.824  -7.266  0.4270
N  -3.028  7.313  -4.636  0.3456
H  0.925  0.590  -1.479  0.2448
H  9.871  1.154  -3.405  0.4189
H  -1.877  -1.953  7.887  0.3869
H  -6.841  6.335  4.864  0.2805
H  1.262  -0.483  10.456  0.1904
C  -0.056  9.361  6.850  -0.7249
H  12.686  0.527  0.539  0.4773
H  -5.162  -4.659  -12.222  0.2205
H  -7.009  -1.626  -11.569  0.3802
C  2.208  -3.702  7.205  -1.7983
H  -0.982  -7.167  -9.166  0.2455
H  -5.208  7.616  -2.972  0.4994
H  9.389  -1.408  0.614  0.3451
H  1.145  -10.252  4.991  0.3369
H  -0.451  -0.247  10.967  0.4579
H  -3.462  -6.107  -7.202  0.4854
N  10.376  0.732  -0.896  0.3585
H  -2.181  -1.694  9.645  0.3510
C  9.939  2.032  -2.761  -1.9250
C  -0.671  8.712  -3.808  -0.8100
H  7.866  0.062  -1.984  0.3330
C  -0.884  8.195  -5.245  -1.0324
H  -1.434  7.010  -7.647  0.4370
H  -2.304  -6.781  -4.888  0.3800
O  1.943  -0.887  7.835  -0.4233
H  -0.471  5.477  -6.018  0.4402
O  1.926  -12.585  4.722  -0.3928
H  -4.931  -0.524  -10.403  0.3449
H  -1.847  -10.189  -10.561  0.4445
C  -0.992  5.697  -5.086  -1.7059
H  2.855  -2.611  9.808  0.3822
O  1.332  11.376  9.420  -0.3570
H  -2.873  6.142  -7.325  0.3537
C  -0.201  -1.066  8.932  1.2160
C  -2.305  7.012  -6.993  -1.7335
H  1.199  3.264  1.071  0.2421
H  -3.580  -8.012  -5.164  0.4932
H  11.433  2.350  1.079  0.3845
C  -1.607  -9.755  -8.478  1.5186
H  0.534  -12.508  6.318  0.3766
C  -2.540  -7.741  -5.346  -2.0792
H  12.221  -0.031  1.975  0.3867
C  2.133  10.291  7.273  -0.3849
H  0.112  8.118  -3.334  0.3748
H  -0.238  9.712  -3.821  0.3807
H  -2.041  -4.001  9.118  0.3720
O  -7.817  4.941  3.992  -0.3430
H  2.790  -4.609  7.369  0.3681
C  0.909  0.087  1.533  -0.4263
H  1.671  -14.299  3.849  0.3005
N  0.898  -1.747  8.120  0.1132
H  -1.523  -9.005  4.346  0.3211
O  -5.489  -1.268  -8.606  -0.2843
C  2.084  -3.378  9.734  -1.6509
H  -1.982  -12.018  -8.527  0.2943
C  -1.808  7.052  -5.431  1.1870
H  -4.744  9.243  -3.418  0.4081
H  -0.844  -3.400  10.285  0.3093
H  -4.178  -7.606  -7.710  0.3435
H  0.121  7.845  -5.484  0.3448
H  -6.253  4.732  5.289  0.2245
H  -2.336  7.084  -1.189  0.3592
H  -4.042  0.166  -8.409  0.3035
C  -8.380  5.724  2.962  -0.6159
H  0.655  -6.977  -8.602  0.3838
H  -0.798  -11.204  -7.321  0.5104
C  -1.296  -11.205  -8.290  -1.8631
C  -2.246  -7.854  -6.867  1.6293
H  9.382  3.708  1.420  0.4308
C  1.875  -13.288  3.497  -0.6933
H  -0.350  5.722  -4.206  0.3755
O  -5.465  -2.931  -11.193  -0.3036
C  -6.381  -2.021  -10.771  -0.5236
H  -9.082  5.101  2.409  0.2935
H  -3.425  -10.171  -6.071  0.3553
H  2.609  -4.331  9.808  0.4316
H  2.181  -0.553  8.703  0.3745
H  11.482  -0.644  -1.523  0.3682
C  9.308  2.810  0.807  -0.8991
O  -4.100  6.494  -4.945  -0.4686
H  -8.606  7.693  3.948  0.3300
H  8.463  -0.016  0.939  0.2927
H  0.618  -9.511  -8.160  0.4449
C  -1.974  8.876  -2.993  -0.9629
C  -0.589  0.264  8.264  -1.8326
H  -1.410  0.788  8.753  0.3725
H  -2.422  9.810  -3.331  0.3835
H  -6.818  -4.491  -11.577  0.2874
C  7.887  1.050  -1.524  -1.5813
H  3.060  10.495  6.736  0.3089
C  0.602  -12.298  5.250  -0.5924
O  1.155  -1.193  -0.531  -0.3767
H  7.402  0.993  -0.550  0.3451
H  -1.712  6.166  -2.533  0.3079
H  -5.685  0.632  -7.853  0.2989
C  0.653  -0.459  -1.597  -0.6741
O  -0.438  -10.555  3.741  -0.3034
H  2.784  11.631  10.812  0.2608
H  -0.679  9.020  6.023  0.2467
H  0.216  8.472  7.419  0.3127
H  -0.812  0.144  7.204  0.4146
H  10.965  2.400  -2.771  0.4633
H  7.284  1.776  -2.070  0.4448
C  2.282  10.777  10.356  -0.7039
H  -0.578  9.978  7.581  0.2781
H  2.775  -13.436  2.901  0.2717
H  -0.289  -10.409  5.870  0.4344
C  0.039  -3.938  8.369  -1.1950
H  -0.208  -7.624  -6.226  0.3818
O  10.549  -0.443  -1.622  -0.4935
H  -7.608  5.978  2.236  0.3981
H  -0.644  -1.052  0.510  0.3709
H  8.414  2.404  1.281  0.3884
C  9.347  1.691  -1.389  1.2621
H  -0.099  -13.038  4.865  0.3554
H  -4.821  7.125  -5.002  0.3487
C  -5.843  -0.897  -9.937  -0.5669
H  -2.402  -8.604  -10.083  0.3342
H  0.528  -0.122  2.533  0.3515
C  -5.978  -3.963  -12.029  -0.7009
H  -7.028  -2.516  -10.048  0.2863
H  -1.992  -8.450  -4.726  0.4478
H  -4.632  -0.342  -6.896  0.2706
H  -0.261  -3.908  7.321  0.4467
H  10.461  1.780  2.298  0.5053
H  -12.173  7.627  4.537  0.3168
H  -0.031  -8.527  3.398  0.2964
C  -1.448  -1.976  8.889  -1.1277
C  -0.830  -7.246  -7.037  -1.1756
C  -2.356  -9.646  -9.764  -1.8422
C  -4.424  8.365  -2.857  -2.0921
H  2.997  -3.015  6.900  0.4144
H  -6.512  -0.041  -10.026  0.3955
O  -10.480  6.602  3.890  -0.2987
H  -1.589  4.825  -4.819  0.3580
H  9.503  -0.744  2.198  0.3962
H  0.117  -1.805  10.964  0.3178
H  -11.397  8.387  3.051  0.3015
H  9.451  2.863  -3.270  0.4054

Forces on atoms 1 to 6 (eV/Å):
-0.8 -0.7 0.4
0.9 -0.4 0.2
-0.2 -0.2 0.0
0.3 -1.9 1.6
0.9 0.0 0.2
-0.3 0.3 0.3

Results
LUMO energy, eV: 0.46
ΔE to the lowest compared entry with this formula, charge and spin, kJ/mol: 717.10
Molar mass, g mol⁻¹: 1079.64
HOMO-LUMO gap, eV: 8.323
HOMO level, Eh: -0.28881
Structure (SMILES): CC1(C)CCCC(C)(C)N1O.CC1(C)CCCC(C)(C)N1O.CC1(C)CCCC(C)(C)N1O.CC1(C)CCCC(C)(C)N1O.COCCOC.COCCOC.COCCOC.COCCOC.COCCOC
E_tot, hartree: -3481.036556